Record 1
Below is C34H26Cl2N4O5S4Zr as an isolated structure, with properties calculated with ωB97M-V with the def2-TZVPD basis set.

Each line ends with the Löwdin charge.
Geometry (Å):
Zr (1.209, -1.136, 1.217)  1.38
O (3.769, -4.009, 6.805)  -0.05
C (3.328, -3.590, 5.771)  -1.02
S (1.603, -3.575, 5.364)  0.96
C (1.760, -2.862, 3.769)  -1.13
C (3.007, -2.545, 3.364)  -1.15
S (3.541, -1.784, 1.864)  0.51
S (4.321, -2.925, 4.462)  0.96
S (0.203, -2.655, 2.935)  0.48
C (-4.798, 1.894, -3.322)  -0.06
O (-3.780, 1.882, -2.336)  -0.08
C (-3.419, 3.070, -1.783)  -0.22
C (-4.027, 4.285, -2.045)  -0.02
C (-3.561, 5.441, -1.425)  -0.08
C (-2.483, 5.382, -0.565)  -0.09
C (-1.859, 4.164, -0.310)  -0.03
C (-2.330, 3.000, -0.897)  -0.15
N (-1.749, 1.730, -0.742)  0.18
C (-0.991, 1.250, 0.273)  -0.35
N (-0.948, 1.898, 1.443)  0.16
C (-0.093, 1.629, 2.543)  -0.17
C (0.954, 0.702, 2.552)  -0.20
C (1.721, 0.671, 3.737)  -0.15
C (1.453, 1.466, 4.831)  -0.08
C (0.387, 2.361, 4.799)  -0.02
C (-0.373, 2.448, 3.654)  -0.22
O (-1.425, 3.314, 3.488)  -0.11
C (-1.829, 4.077, 4.610)  -0.07
N (-0.335, 0.132, 0.142)  -0.01
C (-0.133, -0.559, -1.097)  -0.35
C (-0.904, -1.813, -0.936)  -0.09
C (-1.343, -2.671, -1.905)  -0.15
C (-0.953, -2.822, -3.246)  -0.27
C (0.945, -1.229, -2.836)  -0.22
C (0.102, -0.065, -2.427)  -0.21
O (0.814, 1.126, -2.716)  -0.12
C (1.284, 2.032, -1.732)  -0.08
H (-4.900, 0.866, -3.658)  0.10
H (-4.517, 2.528, -4.166)  0.10
H (-5.747, 2.236, -2.903)  0.10
H (-4.863, 4.341, -2.726)  0.11
H (-4.042, 6.387, -1.635)  0.11
H (-2.108, 6.280, -0.093)  0.10
H (-0.985, 4.139, 0.325)  0.11
H (-1.911, 1.074, -1.500)  0.15
H (-1.632, 2.620, 1.610)  0.13
H (2.571, 0.002, 3.797)  0.06
H (2.067, 1.397, 5.719)  0.11
H (0.172, 2.982, 5.657)  0.10
H (-2.715, 4.625, 4.301)  0.09
H (-1.051, 4.784, 4.907)  0.10
H (-2.076, 3.431, 5.455)  0.10
H (-1.310, -1.935, 0.064)  0.10
H (-2.075, -3.406, -1.579)  0.11
H (-0.444, -2.922, -5.223)  0.10
H (-0.129, -1.030, -4.725)  0.14
H (2.172, 2.506, -2.151)  0.09
H (1.571, 1.553, -0.799)  0.08
H (0.543, 2.813, -1.532)  0.08
Cl (0.219, -2.202, -4.125)  0.81
C (1.496, -2.693, -4.889)  -0.24
C (2.793, -3.197, -4.700)  -0.17
C (3.251, -3.794, -3.569)  -0.56
Cl (4.905, -4.313, -3.576)  0.76
C (2.561, -4.063, -2.297)  -0.19
C (2.555, -5.358, -1.786)  -0.02
C (2.044, -5.603, -0.526)  -0.02
C (1.623, -4.517, 0.224)  -0.11
N (1.619, -3.275, -0.249)  0.04
C (2.024, -3.043, -1.509)  -0.15
C (1.878, -1.624, -1.903)  -0.17
O (1.611, -0.860, -0.787)  -0.33
H (3.490, -3.052, -5.515)  0.10
H (2.961, -6.166, -2.380)  0.12
H (2.022, -6.599, -0.110)  0.11
H (1.287, -4.627, 1.249)  0.08

Output
LUMO (alpha / beta) (eV): -2.209 / -2.208
Spin multiplicity: 1
Calculated total energy (eV): -121524.28913



Record 2
Below is C34H26CoF5N4O5Se as an isolated structure, with properties calculated with ωB97M-V with the def2-TZVPD basis set.

Each line ends with the Mulliken spin population.
Geometry (Å):
Co (-1.443, 0.086, -1.996)  1.09
C (4.354, -1.502, 2.186)  0.00
O (3.839, -0.181, 2.004)  0.00
C (2.962, 0.241, 2.966)  0.00
C (3.287, 0.273, 4.306)  0.00
C (2.353, 0.706, 5.244)  0.00
C (1.097, 1.093, 4.812)  0.00
C (0.768, 1.066, 3.459)  0.00
C (1.704, 0.653, 2.508)  0.00
N (1.504, 0.563, 1.126)  0.00
C (0.312, 0.631, 0.416)  0.00
N (-0.463, 1.699, 0.697)  -0.01
C (-1.738, 2.049, 0.179)  0.01
C (-2.285, 1.475, -0.966)  -0.02
C (-3.528, 1.985, -1.365)  -0.09
C (-4.185, 3.006, -0.686)  -0.01
C (-3.609, 3.559, 0.450)  0.00
C (-2.390, 3.068, 0.872)  -0.01
O (-1.749, 3.606, 1.972)  0.00
C (-2.390, 3.306, 3.205)  0.00
N (0.021, -0.247, -0.473)  0.06
C (0.746, -1.475, -0.455)  0.00
C (1.418, -1.906, -1.596)  0.00
C (2.109, -3.111, -1.614)  0.00
C (2.143, -3.916, -0.483)  0.00
C (1.463, -3.514, 0.657)  0.00
C (0.763, -2.316, 0.673)  0.00
O (0.152, -1.980, 1.853)  0.00
C (-1.278, -1.903, 1.808)  0.00
H (4.955, -1.723, 1.309)  0.00
H (3.541, -2.227, 2.258)  0.00
H (4.982, -1.573, 3.075)  0.00
H (4.277, -0.040, 4.619)  0.00
H (2.611, 0.734, 6.297)  0.00
H (0.349, 1.416, 5.529)  0.00
H (-0.230, 1.342, 3.150)  0.00
H (2.212, 0.010, 0.668)  0.00
H (-0.037, 2.414, 1.257)  0.00
H (-3.989, 1.579, -2.266)  0.01
H (-5.135, 3.387, -1.051)  0.00
H (-4.078, 4.373, 0.991)  0.00
H (-1.800, 3.768, 3.995)  0.00
H (-2.436, 2.224, 3.373)  0.00
H (-3.407, 3.702, 3.235)  0.00
H (1.367, -1.288, -2.477)  0.00
H (2.606, -3.423, -2.525)  0.00
H (2.676, -4.861, -0.492)  0.00
H (1.448, -4.124, 1.556)  0.00
H (-1.623, -1.935, 2.838)  0.00
H (-1.696, -2.753, 1.261)  0.00
H (-1.629, -0.986, 1.340)  0.00
O (-1.030, -3.643, -3.316)  0.00
C (-1.361, -2.549, -2.885)  0.00
O (-0.910, -1.393, -3.201)  -0.01
C (-2.475, -2.509, -1.838)  0.01
C (-3.171, -3.645, -1.461)  0.00
C (-4.199, -3.528, -0.541)  0.00
C (-4.489, -2.275, -0.030)  0.00
C (-3.737, -1.195, -0.449)  0.01
N (-2.747, -1.310, -1.334)  0.00
H (-2.877, -4.584, -1.910)  0.00
H (-4.769, -4.395, -0.229)  0.00
H (-5.287, -2.128, 0.688)  0.00
H (-3.921, -0.191, -0.073)  0.00
F (5.054, 2.287, -5.514)  0.00
C (3.819, 2.233, -4.989)  0.00
C (3.583, 1.525, -3.838)  0.00
F (4.602, 0.892, -3.232)  0.00
C (2.310, 1.481, -3.308)  0.00
F (2.162, 0.809, -2.163)  0.00
C (1.223, 2.121, -3.889)  -0.01
Se (-0.517, 2.156, -3.122)  -0.03
C (1.508, 2.832, -5.050)  0.00
F (0.545, 3.496, -5.700)  0.00
C (2.775, 2.893, -5.594)  0.00
F (3.005, 3.588, -6.722)  0.00

Output
LUMO (alpha / beta) (eV): 2.349 / 2.349
Spin multiplicity: 2
Expectation value of S²: 0.76
Calculated total energy (eV): -168440.57596
Total charge: -1



Record 3
Below is C34H26LiN6O2 as an isolated structure, with properties calculated with ωB97M-V with the def2-TZVPD basis set.

Each line ends with the Löwdin charge.
Geometry (Å):
Li (-0.338, 0.118, 0.120)  0.54
N (1.942, 0.092, -0.578)  0.07
C (2.851, 1.117, -0.382)  -0.27
C (4.165, 0.772, -0.066)  -0.06
C (5.139, 1.729, 0.132)  -0.12
C (4.807, 3.065, 0.008)  -0.12
C (3.502, 3.417, -0.282)  -0.05
C (2.486, 2.477, -0.479)  -0.12
C (1.097, 2.932, -0.666)  -0.24
C (0.867, 4.231, -1.144)  -0.09
C (-0.385, 4.808, -1.070)  -0.13
C (-1.446, 4.074, -0.564)  -0.13
C (-1.245, 2.744, -0.232)  -0.17
C (0.006, 2.134, -0.275)  -0.12
H (2.370, -0.816, -0.678)  0.07
H (1.215, 0.285, -1.249)  0.07
H (4.417, -0.278, 0.029)  0.10
H (6.151, 1.435, 0.371)  0.09
H (5.559, 3.835, 0.136)  0.09
H (3.268, 4.469, -0.347)  0.10
H (1.677, 4.800, -1.584)  0.09
H (-0.535, 5.835, -1.390)  0.08
H (-2.427, 4.526, -0.450)  0.09
H (-2.105, 2.173, 0.096)  0.06
C (0.736, -6.122, 6.365)  -0.11
O (-0.149, -5.671, 5.378)  -0.10
C (-0.835, -4.500, 5.615)  -0.28
C (-1.726, -4.103, 4.618)  -0.01
C (-2.483, -2.968, 4.763)  -0.01
C (-2.382, -2.179, 5.923)  -0.32
C (-1.476, -2.580, 6.908)  -0.03
C (-0.709, -3.719, 6.756)  -0.03
N (-3.301, -1.193, 6.219)  0.03
N (-3.798, -0.386, 5.399)  0.05
C (-3.275, -0.148, 4.165)  -0.29
C (-4.195, 0.081, 3.132)  -0.03
C (-3.834, 0.029, 1.810)  -0.02
C (-2.493, -0.211, 1.405)  -0.42
O (-2.150, -0.398, 0.213)  -0.11
C (-1.501, -0.193, 2.471)  -0.17
N (-0.220, -0.172, 2.087)  0.06
C (0.725, -0.048, 2.984)  -0.13
C (0.453, 0.101, 4.345)  -0.04
C (-0.852, 0.042, 4.769)  -0.01
C (-1.881, -0.149, 3.833)  -0.11
H (1.177, -7.039, 5.975)  0.09
H (0.211, -6.343, 7.302)  0.09
H (1.532, -5.395, 6.555)  0.09
H (-1.819, -4.715, 3.733)  0.10
H (-3.193, -2.695, 3.994)  0.12
H (-1.380, -1.985, 7.804)  0.11
H (-0.031, -3.996, 7.550)  0.10
H (-5.235, 0.175, 3.417)  0.11
H (-4.585, 0.127, 1.038)  0.10
H (1.738, -0.042, 2.607)  0.11
H (1.254, 0.287, 5.045)  0.10
H (-1.090, 0.191, 5.813)  0.11
N (2.273, -5.907, -2.934)  0.16
C (1.613, -5.365, -2.159)  -0.20
C (0.843, -4.718, -1.185)  -0.21
C (0.117, -5.457, -0.234)  -0.01
C (-0.553, -4.770, 0.754)  -0.04
C (-0.494, -3.379, 0.773)  -0.09
N (0.168, -2.671, -0.139)  0.09
C (0.808, -3.315, -1.086)  -0.09
H (0.096, -6.536, -0.292)  0.12
H (-1.104, -5.310, 1.510)  0.10
H (-0.992, -2.810, 1.540)  0.10
H (1.330, -2.712, -1.819)  0.12

Output
LUMO (eV): 1.820
Spin multiplicity: 1
Calculated total energy (eV): -48920.91891
Total charge: -1



Record 4
Below is C34H27BClFeN10OSe as an isolated structure, with properties calculated with ωB97M-V with the def2-TZVPD basis set.

Each line ends with the Mulliken spin population.
Geometry (Å):
Fe (-0.444, 0.025, -0.359)  0.00
Cl (-2.437, 2.024, 5.331)  0.01
C (-2.189, 2.149, 3.618)  0.11
C (-3.334, 2.459, 2.794)  -0.02
C (-3.260, 2.388, 1.454)  0.05
C (-1.994, 2.045, 0.838)  0.04
O (-1.940, 1.462, -0.243)  0.03
C (-0.715, 2.261, 1.643)  -0.02
C (0.787, 1.935, -0.278)  0.00
N (1.961, 1.676, -0.685)  0.01
C (2.186, 1.535, -2.045)  0.00
C (3.435, 1.751, -2.574)  0.00
C (3.699, 1.531, -3.937)  0.00
C (2.713, 1.099, -4.776)  0.00
C (1.416, 0.853, -4.269)  0.00
C (0.342, 0.461, -5.103)  0.00
C (-0.907, 0.336, -4.583)  0.00
C (-1.083, 0.498, -3.193)  0.00
N (-0.096, 0.764, -2.368)  0.00
C (1.146, 1.035, -2.897)  0.00
C (-0.977, 1.943, 3.095)  -0.06
H (-4.280, 2.662, 3.280)  0.00
H (-4.141, 2.424, 0.829)  0.00
H (0.112, 2.640, -0.759)  0.01
H (4.212, 2.106, -1.910)  0.00
H (4.692, 1.721, -4.322)  0.00
H (2.900, 0.957, -5.833)  0.00
H (0.529, 0.288, -6.156)  0.00
H (-1.758, 0.075, -5.196)  0.00
H (-2.060, 0.387, -2.748)  0.00
H (-0.127, 1.721, 3.722)  -0.02
C (-1.645, -1.621, 3.398)  0.00
C (-1.879, -1.198, 2.089)  0.00
N (-0.758, -0.758, 1.540)  0.00
N (0.235, -0.892, 2.466)  0.00
C (-0.300, -1.412, 3.589)  0.00
B (1.655, -0.325, 2.082)  0.01
N (1.429, 1.194, 1.846)  0.18
C (1.976, 2.336, 2.343)  0.32
C (1.278, 3.542, 2.260)  -0.08
C (-0.062, 3.616, 1.877)  0.39
N (0.376, 1.481, 0.999)  0.01
N (2.038, -1.048, 0.767)  -0.01
C (3.147, -1.745, 0.460)  0.00
C (3.011, -2.249, -0.814)  0.00
C (1.755, -1.806, -1.234)  0.00
N (1.183, -1.089, -0.281)  0.00
N (2.769, -0.466, 3.116)  0.00
C (2.825, -0.829, 4.421)  0.00
C (4.096, -0.597, 4.880)  0.00
C (4.769, -0.065, 3.767)  0.00
N (3.975, 0.021, 2.717)  0.00
H (-2.348, -2.037, 4.097)  0.00
H (-2.785, -1.203, 1.505)  0.00
H (0.291, -1.630, 4.456)  0.00
H (2.943, 2.244, 2.814)  0.03
H (1.786, 4.442, 2.575)  0.00
H (-0.652, 4.516, 1.956)  0.01
H (3.956, -1.826, 1.161)  0.00
H (3.714, -2.856, -1.357)  0.00
H (1.226, -1.983, -2.157)  0.00
H (1.986, -1.222, 4.958)  0.00
H (4.479, -0.787, 5.867)  0.00
H (5.795, 0.259, 3.687)  0.00
Se (-1.872, -1.833, -1.171)  0.00
C (-3.252, -2.662, -2.165)  0.00
C (-2.946, -3.641, -3.112)  0.00
C (-3.958, -4.265, -3.827)  0.00
C (-5.287, -3.926, -3.615)  0.00
C (-5.596, -2.958, -2.670)  0.00
C (-4.591, -2.328, -1.950)  0.00
H (-1.911, -3.911, -3.274)  0.00
H (-3.703, -5.025, -4.557)  0.00
H (-6.073, -4.412, -4.179)  0.00
H (-6.630, -2.688, -2.490)  0.00
H (-4.834, -1.574, -1.213)  0.00

Output
LUMO (alpha / beta) (eV): -1.204 / -1.326
Spin multiplicity: 2
Expectation value of S²: 0.80
Calculated total energy (eV): -165575.78352



We obtain molecular weight values of 861.00 803.49 557.56 772.73 g mol⁻¹ for the records listed above, in that order.